# C3H3N3

C3H3N3 in the gas phase in a non-equilibrium geometry (the ωB97M-V functional and the def2-TZVPD basis, the OMol25 dataset).

Calculated values
HOMO energy = -10.75 eV
M = 81.08 u
LUMO = 0.48 eV
Spin multiplicity = 1
Kohn-Sham gap = 0.4128 Ha
Energy above the lowest of the compared OMol25 structures with the same formula, charge and spin = 27.2 kcal/mol
SMILES string = N#CC(N)C#N

Element x y z (Å)
N: -2.232 0.746 1.150
C: -1.266 0.275 0.721
C: 0.036 -0.269 0.255
N: 1.061 0.743 0.049
C: -0.168 -1.161 -0.913
N: -0.241 -1.872 -1.822
H: 0.508 -0.829 1.057
H: 1.512 0.703 -0.849
H: 0.789 1.664 0.351


# C3H3N3O

2 unconnected molecules or ions with the total composition C3H3N3O in a non-equilibrium geometry (the ωB97M-V functional and the def2-TZVPD basis, the OMol25 dataset).

Calculated values
HOMO energy = -9.67 eV
M = 97.08 u
LUMO = 0.47 eV
Spin multiplicity = 1
Kohn-Sham gap = 0.3725 Ha
Energy above the lowest of the compared OMol25 structures with the same formula, charge and spin = 17.9 kcal/mol
SMILES string = N=C=CC=O.N#N

Element x y z (Å)
N: 2.161 -0.402 0.631
C: 1.054 -0.675 0.222
C: -0.167 -1.056 -0.132
C: -1.321 -0.492 0.576
O: -1.255 0.357 1.440
H: 2.633 0.421 0.263
H: -0.301 -1.758 -0.947
H: -2.299 -0.896 0.247
N: 0.250 2.143 -0.952
N: -0.754 2.358 -1.348


# C3H3N3O

C3H3N3O in the gas phase in a non-equilibrium geometry (the ωB97M-V functional and the def2-TZVPD basis, the OMol25 dataset).

Calculated values
HOMO energy = -9.94 eV
M = 97.08 u
LUMO = -0.70 eV
Spin multiplicity = 1
Kohn-Sham gap = 0.3394 Ha
Energy above the lowest of the compared OMol25 structures with the same formula, charge and spin = 80.1 kcal/mol
SMILES string = O/C=C1\C=NN=N1

Element x y z (Å)
O: 2.048 0.173 0.946
C: 1.119 0.699 0.297
C: -0.026 0.160 -0.247
C: -0.784 -0.987 -0.060
N: -2.070 -0.746 -0.379
N: -1.935 0.563 -1.125
N: -0.768 1.090 -0.938
H: 1.840 -0.738 1.018
H: 1.215 1.706 -0.034
H: -0.640 -1.920 0.523


# C3H3N3O

C3H3N3O in the gas phase in a non-equilibrium geometry (the ωB97M-V functional and the def2-TZVPD basis, the OMol25 dataset).

Calculated values
HOMO energy = -9.73 eV
M = 97.08 u
LUMO = 0.26 eV
Spin multiplicity = 1
Kohn-Sham gap = 0.3672 Ha
Energy above the lowest of the compared OMol25 structures with the same formula, charge and spin = 56.8 kcal/mol
SMILES string = N=c1ncocn1

Element x y z (Å)
N: -1.112 -0.633 -1.948
C: -0.237 -0.487 -0.904
N: -0.649 -0.938 0.328
C: -0.228 -0.311 1.286
O: 0.597 0.889 1.269
C: 1.198 0.975 -0.021
N: 0.931 0.280 -1.074
H: -1.871 -1.218 -1.328
H: -0.456 -0.497 2.407
H: 1.828 1.940 -0.016


# C3H3N3O

C3H3N3O in the gas phase (the ωB97M-V functional and the def2-TZVPD basis, the OMol25 dataset).

Calculated values
HOMO energy = -9.48 eV
M = 97.08 u
LUMO = -0.57 eV
Spin multiplicity = 1
Kohn-Sham gap = 0.3276 Ha
Energy above the lowest of the compared OMol25 structures with the same formula, charge and spin = 71.6 kcal/mol
SMILES string = N=C=N/N=C\C=O

Element x y z (Å)
N: 2.330 0.354 1.014
C: 1.483 0.758 0.226
N: 0.554 1.178 -0.457
N: -0.059 0.326 -1.360
C: -1.003 -0.409 -0.917
C: -1.565 -0.476 0.473
O: -1.405 0.361 1.326
H: 3.291 0.367 0.690
H: -1.442 -1.081 -1.653
H: -2.184 -1.377 0.658


# C3H3N3O

2 unconnected molecules or ions with the total composition C3H3N3O in a non-equilibrium geometry (the ωB97M-V functional and the def2-TZVPD basis, the OMol25 dataset).

Calculated values
HOMO energy = -9.47 eV
M = 97.08 u
LUMO = 0.65 eV
Spin multiplicity = 1
Kohn-Sham gap = 0.3717 Ha
Energy above the lowest of the compared OMol25 structures with the same formula, charge and spin = 32.9 kcal/mol
SMILES string = N=C=CC=O.N#N

Element x y z (Å)
N: -2.109 1.200 -0.476
C: -0.973 0.748 -0.542
C: 0.285 0.387 -0.645
C: 1.287 0.640 0.476
O: 1.797 1.707 0.702
H: -2.853 0.585 -0.156
H: 0.607 -0.080 -1.575
H: 1.516 -0.245 1.092
N: 0.633 -2.106 0.576
N: -0.190 -2.835 0.549


# C3H3N3O2

2 unconnected molecules or ions with the total composition C3H3N3O2 in a non-equilibrium geometry (the ωB97M-V functional and the def2-TZVPD basis, the OMol25 dataset).

Calculated values
HOMO energy = -9.46 eV
M = 113.08 u
LUMO = -0.64 eV
Spin multiplicity = 1
Kohn-Sham gap = 0.3244 Ha
Energy above the lowest of the compared OMol25 structures with the same formula, charge and spin = 233.5 kcal/mol

Element x y z (Å)
C: 0.151 2.207 1.293
C: 0.194 -1.830 -0.578
C: 0.607 -0.694 0.332
H: 0.411 1.763 2.752
H: 0.050 3.345 1.098
H: 0.613 -2.740 -0.612
N: -0.205 1.754 -0.102
N: -0.446 0.283 0.086
N: -0.775 -1.481 -1.306
O: -1.300 -0.165 -0.932
O: 1.699 -0.380 0.900


# C3H3N3O2

C3H3N3O2 in the gas phase in a non-equilibrium geometry (the ωB97M-V functional and the def2-TZVPD basis, the OMol25 dataset).

Calculated values
HOMO energy = -9.50 eV
M = 113.08 u
LUMO = -0.31 eV
Spin multiplicity = 1
Kohn-Sham gap = 0.3380 Ha
Energy above the lowest of the compared OMol25 structures with the same formula, charge and spin = 103.6 kcal/mol
SMILES string = [H]/N=c1/nncc(O)o1

Element x y z (Å)
H: 2.094 -2.108 -0.082
N: 2.320 -1.144 -0.152
C: 1.452 -0.290 0.087
N: 1.546 1.206 0.159
N: 0.467 1.776 0.004
C: -0.810 1.207 0.028
C: -0.881 -0.129 0.036
O: -1.951 -0.979 0.018
O: 0.158 -0.959 0.323
H: -1.635 1.786 -0.125
H: -2.760 -0.365 -0.296


# C3H3N3O2

C3H3N3O2 in the gas phase in a non-equilibrium geometry (the ωB97M-V functional and the def2-TZVPD basis, the OMol25 dataset).

Calculated values
HOMO energy = -10.68 eV
M = 113.08 u
LUMO = -0.14 eV
Spin multiplicity = 1
Kohn-Sham gap = 0.3875 Ha
Energy above the lowest of the compared OMol25 structures with the same formula, charge and spin = 69.3 kcal/mol
SMILES string = [H]/N=C(\O)c1ncno1

Element x y z (Å)
H: 0.700 2.436 -1.730
N: 0.810 1.992 -0.776
C: -0.119 1.147 -0.668
O: -0.943 0.973 -1.770
C: 0.005 -0.012 0.254
N: 0.863 -0.226 1.201
C: 0.463 -1.444 1.678
N: -0.512 -1.985 1.003
O: -0.812 -1.039 0.055
H: -1.383 0.113 -1.765
H: 0.928 -1.955 2.518


# C3H3N3O2

C3H3N3O2 in the gas phase in a non-equilibrium geometry (the ωB97M-V functional and the def2-TZVPD basis, the OMol25 dataset).

Calculated values
HOMO energy = -9.87 eV
M = 113.08 u
LUMO = 0.16 eV
Spin multiplicity = 1
Kohn-Sham gap = 0.3688 Ha
Energy above the lowest of the compared OMol25 structures with the same formula, charge and spin = 88.3 kcal/mol
SMILES string = O=CNc1nnco1

Element x y z (Å)
O: 2.817 -1.259 -1.261
C: 1.494 -0.986 -1.377
N: 1.014 -0.052 -0.404
C: -0.246 0.249 -0.055
N: -1.275 -0.401 -0.240
N: -2.290 0.024 0.679
C: -1.674 0.959 1.320
O: -0.420 1.164 0.919
H: 0.748 -1.619 -2.034
H: 1.894 0.406 0.131
H: -2.062 1.515 2.323


# C3H3N3O2

C3H3N3O2 in the gas phase in a non-equilibrium geometry (the ωB97M-V functional and the def2-TZVPD basis, the OMol25 dataset).

Calculated values
HOMO energy = -8.85 eV
M = 113.08 u
LUMO = -0.63 eV
Spin multiplicity = 1
Kohn-Sham gap = 0.3022 Ha
Energy above the lowest of the compared OMol25 structures with the same formula, charge and spin = 176.3 kcal/mol
SMILES string = O/N=c1\nncco1

Element x y z (Å)
O: 0.832 2.950 0.034
N: 1.135 1.607 0.284
C: 0.304 0.704 -0.080
N: -0.956 0.614 -0.731
N: -1.587 -0.470 -0.812
C: -1.188 -1.666 -0.103
C: 0.135 -1.647 0.019
O: 0.983 -0.441 -0.090
H: 1.605 3.210 0.904
H: -1.993 -2.461 0.120
H: 0.730 -2.400 0.456


# C3H3N3O2

C3H3N3O2 in the gas phase in a non-equilibrium geometry (the ωB97M-V functional and the def2-TZVPD basis, the OMol25 dataset).

Calculated values
HOMO energy (spin up / spin down) = -8.44 / -10.18 eV
M = 113.08 u
LUMO (spin up / spin down) = -0.27 / -3.09 eV
Spin multiplicity = 3
Kohn-Sham gap (spin up / spin down) = 0.3002 / 0.2605 Ha
Energy above the lowest of the compared OMol25 structures with the same formula, charge and spin = 50.5 kcal/mol

Element x y z (Å)
C: -0.403 -0.813 -1.066
C: 0.081 -0.123 0.201
C: 1.408 0.440 -0.299
N: 0.505 -0.664 -1.939
N: 1.591 0.037 -1.485
N: -1.802 1.058 1.632
O: -1.684 0.277 2.502
O: -0.881 0.970 0.521
H: -1.286 -1.231 -1.302
H: 0.388 -0.854 0.950
H: 2.083 0.903 0.285


# C3H3N3OS

2 unconnected molecules or ions with the total composition C3H3N3OS in a non-equilibrium geometry (the ωB97M-V functional and the def2-TZVPD basis, the OMol25 dataset).

Calculated values
HOMO energy (spin up / spin down) = -8.63 / -8.97 eV
M = 129.14 u
LUMO (spin up / spin down) = -1.84 / -2.16 eV
Spin multiplicity = 1
Kohn-Sham gap (spin up / spin down) = 0.2498 / 0.2501 Ha
Energy above the lowest of the compared OMol25 structures with the same formula, charge and spin = 197.8 kcal/mol

Element x y z (Å)
C: 0.914 -1.122 -0.905
C: -0.060 -0.364 -0.120
C: -0.313 0.971 0.089
N: 0.446 -2.325 -0.943
N: -0.983 -1.238 0.323
N: -0.805 1.595 1.118
O: -0.677 -2.429 -0.270
S: 2.138 2.168 -0.798
H: 1.698 -0.811 -1.664
H: -1.240 1.043 2.037
H: -1.118 2.513 1.133


# C3H3N3OS

2 unconnected molecules or ions with the total composition C3H3N3OS in a non-equilibrium geometry (the ωB97M-V functional and the def2-TZVPD basis, the OMol25 dataset).

Calculated values
HOMO energy (spin up / spin down) = -8.03 / -8.04 eV
M = 129.14 u
LUMO (spin up / spin down) = -0.73 / -0.73 eV
Spin multiplicity = 1
Kohn-Sham gap (spin up / spin down) = 0.2683 / 0.2684 Ha
Energy above the lowest of the compared OMol25 structures with the same formula, charge and spin = 88.5 kcal/mol
SMILES string = N#C/C(O)=[NH+]\[S-].C#N

Element x y z (Å)
N: -1.349 -2.221 0.323
C: -0.952 -1.146 0.412
C: -0.634 0.220 0.648
O: -1.619 1.135 0.573
N: 0.500 0.672 1.165
S: 1.938 -0.111 1.384
H: -2.350 0.714 0.142
H: 0.669 1.765 1.188
C: 1.257 -0.426 -1.916
N: 0.382 0.287 -1.739
H: 2.158 -0.889 -2.180


# C3H3N3S

C3H3N3S in the gas phase in a non-equilibrium geometry (the ωB97M-V functional and the def2-TZVPD basis, the OMol25 dataset).

Calculated values
HOMO energy = -9.03 eV
M = 113.15 u
LUMO = -1.36 eV
Spin multiplicity = 1
Kohn-Sham gap = 0.2820 Ha
Energy above the lowest of the compared OMol25 structures with the same formula, charge and spin = 59.2 kcal/mol
SMILES string = SN=C1N=CC=N1

Element x y z (Å)
S: -0.260 2.707 0.492
N: -0.538 1.503 -0.684
C: -0.235 0.343 -0.330
N: -0.116 0.020 1.045
C: 0.311 -1.270 0.882
C: 0.529 -1.665 -0.603
N: -0.008 -0.693 -1.343
H: -0.947 3.705 -0.180
H: 0.533 -1.978 1.747
H: 0.730 -2.673 -1.027


# C3H3N3S

C3H3N3S in the gas phase (the ωB97M-V functional and the def2-TZVPD basis, the OMol25 dataset).

Calculated values
HOMO energy = -9.72 eV
M = 113.15 u
LUMO = -0.11 eV
Spin multiplicity = 1
Kohn-Sham gap = 0.3535 Ha
Energy above the lowest of the compared OMol25 structures with the same formula, charge and spin = 29.5 kcal/mol
SMILES string = Sc1cnncn1

Element x y z (Å)
S: 2.468 0.170 -0.004
C: 0.712 0.090 0.004
C: -0.030 1.284 -0.003
N: -1.356 1.269 -0.007
N: -1.987 0.086 -0.001
C: -1.221 -1.008 -0.002
N: 0.106 -1.070 -0.002
H: 2.612 -1.170 0.004
H: 0.438 2.292 0.018
H: -1.742 -1.943 -0.007


# C3H3N3S

C3H3N3S in the gas phase in a non-equilibrium geometry (the ωB97M-V functional and the def2-TZVPD basis, the OMol25 dataset).

Calculated values
HOMO energy = -9.04 eV
M = 113.15 u
LUMO = -1.99 eV
Spin multiplicity = 1
Kohn-Sham gap = 0.2591 Ha
Energy above the lowest of the compared OMol25 structures with the same formula, charge and spin = 56.2 kcal/mol
SMILES string = [H]/N=C1\NN=CC1=S

Element x y z (Å)
H: -1.098 2.442 0.161
N: -0.157 2.010 -0.022
C: -0.086 0.724 -0.101
N: -1.122 -0.089 0.119
N: -0.754 -1.350 0.000
C: 0.512 -1.426 -0.045
C: 1.114 -0.145 -0.020
S: 2.781 0.137 0.026
H: -2.120 0.120 -0.121
H: 0.930 -2.424 0.002


# C3H3N3S

C3H3N3S in the gas phase in a non-equilibrium geometry (the ωB97M-V functional and the def2-TZVPD basis, the OMol25 dataset).

Calculated values
HOMO energy (spin up / spin down) = -8.70 / -8.70 eV
M = 113.14 u
LUMO (spin up / spin down) = -1.04 / -1.04 eV
Spin multiplicity = 1
Kohn-Sham gap (spin up / spin down) = 0.2814 / 0.2815 Ha
Energy above the lowest of the compared OMol25 structures with the same formula, charge and spin = 113.4 kcal/mol

Element x y z (Å)
C: -0.040 0.432 -0.123
C: -0.677 -0.762 0.097
C: -0.329 1.745 -0.494
N: 0.943 -0.429 0.208
N: -1.650 -1.486 0.131
N: 2.194 -0.450 0.409
S: -1.777 2.479 -0.597
H: 2.487 -1.407 0.671
H: -1.728 -2.464 0.345
H: 0.578 2.342 -0.647


# C3H3N3S2

C3H3N3S2 in the gas phase in a non-equilibrium geometry (the ωB97M-V functional and the def2-TZVPD basis, the OMol25 dataset).

Calculated values
HOMO energy = -8.55 eV
M = 145.21 u
LUMO = -2.06 eV
Spin multiplicity = 1
Kohn-Sham gap = 0.2386 Ha
Energy above the lowest of the compared OMol25 structures with the same formula, charge and spin = 55.5 kcal/mol
SMILES string = S=C1C=NN/C1=N/S

Element x y z (Å)
S: -2.278 0.284 0.792
C: -0.812 -0.481 0.411
C: -0.334 -1.855 0.527
N: 0.763 -2.047 -0.275
N: 1.123 -0.748 -0.624
C: 0.328 0.275 -0.095
N: 0.565 1.559 -0.301
S: -0.576 2.735 0.011
H: -1.020 -2.589 0.827
H: 2.182 -0.817 -0.640
H: 0.059 3.685 -0.632


# C3H3N4

A molecular structure, C3H3N4 in a non-equilibrium geometry (the ωB97M-V functional and the def2-TZVPD basis, the OMol25 dataset).

Calculated values
HOMO energy = -16.72 eV
M = 95.08 u
LUMO = -6.72 eV
Spin multiplicity = 1
Kohn-Sham gap = 0.3673 Ha
Net charge = +1
Energy above the lowest of the compared OMol25 structures with the same formula, charge and spin = 61.4 kcal/mol

Element x y z (Å)
C: 1.628 0.714 -0.147
C: -0.824 -0.090 0.043
C: 0.293 0.722 -0.714
N: 2.701 0.688 0.218
N: -1.009 -0.806 -1.164
N: 0.056 -0.381 -1.608
N: -0.897 -0.565 1.199
H: -0.106 1.579 -1.144
H: -0.255 -0.496 2.109
H: -1.588 -1.365 1.206